Entry 1:
{
  "formula": "C43H48HfN3O3Sb2",
  "method": "ωB97M-V/def2-TZVPD",
  "symbols": ["Hf", "Sb", "Sb", "O", "O", "O", "N", "N", "N", "C", "C", "C", "C", "C", "C", "C", "C", "C", "C", "C", "C", "C", "C", "C", "C", "C", "C", "C", "C", "C", "C", "C", "C", "C", "C", "C", "C", "C", "C", "C", "C", "C", "C", "C", "C", "C", "C", "C", "C", "C", "C", "C", "H", "H", "H", "H", "H", "H", "H", "H", "H", "H", "H", "H", "H", "H", "H", "H", "H", "H", "H", "H", "H", "H", "H", "H", "H", "H", "H", "H", "H", "H", "H", "H", "H", "H", "H", "H", "H", "H", "H", "H", "H", "H", "H", "H", "H", "H", "H", "H"],
  "positions_angstrom": [[-0.4214, -0.5698, 0.5589], [1.1364, 2.6839, 2.1876], [1.0566, 1.3468, -1.1071], [-0.6289, -2.0083, -1.2238], [-1.9853, 0.5841, -0.5089], [-2.7399, -1.7546, 0.2813], [4.0360, -6.9835, -1.3174], [-3.8571, 1.0888, -1.6765], [-1.0548, -4.1636, -1.8595], [0.5898, -4.6959, 1.0993], [1.6908, 1.3967, -4.1621], [1.3886, -5.6419, 0.4842], [3.4195, 0.8925, 0.9815], [-3.1660, 0.3083, -0.8883], [1.5627, 0.5876, -3.0449], [-0.4914, 4.0205, -0.8954], [3.3553, -6.1995, -0.8395], [2.2360, 0.7793, 1.9333], [0.0226, -4.2183, -2.8290], [-0.8208, 1.6808, 2.2828], [0.7817, 2.0904, 5.2882], [1.1199, 2.2169, 6.6264], [0.6958, 3.4727, -1.3665], [1.6851, 4.2944, -1.8876], [2.4961, -5.2323, -0.2568], [3.1038, 1.5686, -0.3558], [-1.9368, 2.4317, 1.9224], [2.8955, 3.7191, 6.0496], [2.1523, 0.8456, -5.3477], [2.1694, 3.0341, 7.0101], [-1.0254, 0.4016, 2.8321], [0.1250, -2.3067, 1.8100], [-3.2774, 2.2890, -2.2476], [1.8645, -0.7671, -3.1130], [-2.3270, -0.1220, 2.9363], [-1.8419, -5.3780, -1.7421], [-3.7630, -1.0047, -0.3904], [1.5237, 2.7631, 4.3261], [0.2993, 6.2168, -1.4439], [-3.4150, 0.6277, 2.5156], [-2.5156, -3.0736, -0.2261], [0.8752, -3.3343, 1.0013], [-0.6927, 5.3899, -0.9427], [2.4850, -0.4986, -5.4118], [2.3357, -1.3091, -4.2962], [-5.2354, 0.8629, -2.0631], [-1.3142, -3.0755, -1.1753], [1.9589, -2.9403, 0.2089], [2.7683, -3.8712, -0.4137], [-3.2195, 1.9172, 2.0336], [2.5819, 3.5779, 4.7090], [1.4801, 5.6662, -1.9180], [3.7847, 1.2192, -1.1335], [-3.5975, 2.3699, -3.2845], [-3.4062, -3.4621, -0.7260], [0.5480, 1.6859, 7.3724], [3.2371, 2.6484, -0.2611], [2.6083, 3.8775, -2.2725], [0.5507, -5.1645, -2.7322], [-4.5640, -0.8063, 0.3349], [0.1524, 7.2852, -1.4632], [1.1756, -6.6934, 0.6029], [0.8082, -2.0635, 2.6425], [-1.8017, 3.4663, 1.6336], [3.6216, -3.5673, -1.0037], [-4.4189, 0.2475, 2.6472], [2.2658, 1.4687, -6.2205], [2.2515, 6.3114, -2.3088], [2.4064, 3.1410, 8.0571], [2.5885, 0.4363, 2.9075], [-1.2656, 3.3756, -0.4958], [-4.0669, 2.5386, 1.7853], [4.2079, 1.4682, 1.4765], [-5.7810, 0.2634, -1.3397], [-0.3856, -4.1508, -3.8396], [-5.2872, 0.3838, -3.0442], [-0.0794, 1.4934, 5.0140], [-2.1910, 2.2443, -2.2101], [-2.3018, -3.7131, 0.6382], [3.1524, 4.1128, 3.9598], [-2.7955, -5.2911, -2.2653], [-0.2397, -5.0262, 1.7069], [1.5107, 0.0319, 1.5314], [1.4311, 2.4465, -4.1062], [-2.0253, -5.6413, -0.7016], [-0.7366, -2.7970, 2.2888], [3.6955, 4.3775, 6.3470], [-5.7279, 1.8329, -2.1375], [-1.6194, 5.8091, -0.5812], [1.7287, -1.3971, -2.2333], [-2.4884, -1.0626, 3.4483], [2.8643, -0.9198, -6.3298], [3.8296, -0.1098, 0.8151], [-3.6258, 3.1719, -1.7106], [-0.2216, -0.0678, 3.4032], [-1.2921, -6.1954, -2.2044], [0.7169, -3.3984, -2.6648], [2.6061, -2.3547, -4.3460], [-4.1784, -1.5583, -1.2377], [2.1938, -1.8730, 0.1130]],
  "mulliken_charge": [1.266, 1.441, 0.241, -0.531, -0.024, -0.164, -0.414, 0.189, 0.398, -0.705, -0.678, -0.894, -0.962, 0.731, 0.558, 0.168, -0.201, 0.103, -0.586, -0.004, -0.038, -0.690, 0.461, -0.964, 0.407, -0.939, -0.773, -0.606, -0.686, -0.572, -0.726, -0.834, -0.950, 0.117, -0.911, -1.010, -1.888, 0.509, -0.826, -0.599, -1.945, -0.296, -0.907, -0.798, -0.764, -1.116, 0.731, 0.850, -1.093, -1.086, -0.847, -0.861, 0.560, 0.564, 0.812, 0.420, 0.650, 0.534, 0.447, 0.444, 0.447, 0.596, 0.778, 0.963, 0.585, 0.713, 0.459, 0.472, 0.422, 0.802, 0.631, 0.545, 0.469, 0.446, 0.372, 0.336, 0.458, 0.125, 0.438, 0.358, 0.330, 0.576, -0.635, 0.476, 0.441, 0.706, 0.431, 0.433, 0.499, -0.092, 0.489, 0.437, 0.319, 0.369, 1.183, 0.364, -0.177, 0.524, 0.797, 0.403],
  "fmax_ev_per_a": 2.769,
  "molar_mass_g_mol": 1076.885,
  "relative_energy_ev": 1.1757,
  "charge": 3,
  "e_lumo_ev": -9.431,
  "multiplicity": 1,
  "energy_ev": -70339.2335,
  "homo_energy_ha": -0.5708,
  "orbital_gap_ev": 6.1
}



Entry 2:
{
  "formula": "C43H48IrN3SSb2Si",
  "method": "ωB97M-V/def2-TZVPD",
  "symbols": ["Ir", "Sb", "Sb", "S", "Si", "N", "N", "N", "C", "C", "C", "C", "C", "C", "C", "C", "C", "C", "C", "C", "C", "C", "C", "C", "C", "C", "C", "C", "C", "C", "C", "C", "C", "C", "C", "C", "C", "C", "C", "C", "C", "C", "C", "C", "C", "C", "C", "C", "C", "C", "C", "H", "H", "H", "H", "H", "H", "H", "H", "H", "H", "H", "H", "H", "H", "H", "H", "H", "H", "H", "H", "H", "H", "H", "H", "H", "H", "H", "H", "H", "H", "H", "H", "H", "H", "H", "H", "H", "H", "H", "H", "H", "H", "H", "H", "H", "H", "H", "H"],
  "positions_angstrom": [[-0.6410, 0.1292, -0.2159], [-1.8685, -0.5071, 1.9461], [1.4753, -0.6400, 0.8535], [-1.9108, -1.6674, -1.0274], [-0.8514, 2.4431, -2.1376], [0.2057, 1.7236, -0.8449], [0.0855, -2.6816, -2.5309], [-1.9014, -2.1995, -3.6002], [-0.0680, -2.8727, -6.7601], [5.1285, 0.0324, -2.3080], [-0.5767, 4.2807, -2.2410], [-2.1548, -4.0670, -6.7763], [-0.9560, -3.7310, -7.3905], [2.2524, -0.0841, 2.7413], [-1.5733, 1.0393, 3.3412], [-4.3488, -2.2460, 1.7111], [2.3903, 1.1290, 4.8118], [-1.2795, 3.3737, 3.8560], [4.3083, 0.0400, -0.0463], [-6.1018, -0.4353, 2.8864], [-0.7759, -2.1310, 2.8381], [-2.4606, -3.5673, -5.5206], [3.3297, -0.8758, 3.1455], [-0.3679, -2.3533, -5.5079], [3.8861, -0.3927, -2.7608], [-0.5020, 1.5769, -3.7570], [-1.1547, 3.0579, 5.2030], [-3.8974, -0.9961, 2.1315], [2.8555, -0.6064, -1.8586], [1.7727, 2.6260, 0.7472], [-1.4918, 2.3652, 2.9252], [-1.1530, -2.2167, -2.5098], [-1.5561, -2.7246, -4.8912], [3.0724, -0.4064, -0.4980], [-6.5535, -1.6820, 2.4784], [-1.4594, 0.7286, 4.6941], [1.1922, -2.7313, 1.2401], [-4.7703, -0.0841, 2.7136], [5.3364, 0.2526, -0.9552], [1.7866, 0.9209, 3.5796], [-1.2500, 1.7371, 5.6229], [3.5156, 3.3570, -1.2716], [1.4452, 2.3567, -0.5771], [2.3172, 2.7432, -1.5946], [-5.6804, -2.5883, 1.8906], [2.9739, 3.2472, 1.0633], [3.4655, 0.3469, 5.2082], [-2.5871, 2.0691, -1.5311], [3.9382, -0.6551, 4.3722], [3.8514, 3.6084, 0.0553], [-0.1763, -3.1038, 1.8167], [2.0167, 1.9088, 5.4625], [-0.0930, -4.0846, 2.2895], [2.0031, -3.0213, 1.9079], [-2.8635, 2.7939, -0.7624], [5.9331, 0.1993, -3.0119], [-1.2157, 4.4037, 3.5303], [4.4776, 0.2330, 1.0060], [1.0361, 2.4032, 1.5078], [3.2129, 3.4576, 2.0983], [-0.7275, 0.5094, -3.6870], [2.0857, 2.5400, -2.6319], [3.7198, -0.5475, -3.8195], [4.7871, 4.0943, 0.2966], [-7.5916, -1.9509, 2.6204], [-1.1149, 1.9975, -4.5581], [-2.8538, -4.7251, -7.2738], [-2.8601, -1.9142, -3.4534], [-6.0354, -3.5602, 1.5752], [-1.1652, 1.4926, 6.6735], [-0.1268, 4.6806, -1.3311], [0.4580, -3.1394, -3.3524], [-0.7201, -4.1293, -8.3676], [-1.5726, 2.6209, 1.8731], [-1.5341, -0.2969, 5.0388], [0.2903, -1.6249, -5.0492], [-3.3888, -3.8358, -5.0314], [3.7238, -1.6593, 2.5068], [-0.9904, 3.8436, 5.9285], [-2.7735, 1.0704, -1.1156], [4.1952, 3.6399, -2.0650], [1.8798, -0.9015, -2.2272], [6.3002, 0.5962, -0.6032], [-1.4630, -2.6550, 3.5026], [3.9365, 0.5173, 6.1670], [0.5438, 1.6795, -4.0536], [0.0614, 4.5605, -3.0795], [-0.0152, -1.6609, 3.4670], [-4.4231, 0.8873, 3.0455], [4.7789, -1.2662, 4.6719], [-6.7855, 0.2661, 3.3455], [-3.2902, 2.1771, -2.3620], [0.8536, -2.5881, -7.2491], [-0.8645, -3.2427, 0.9806], [0.9475, 1.5457, 3.3044], [-1.5419, 4.7749, -2.3784], [0.5636, -2.7986, -1.6539], [1.3618, -3.2704, 0.3052], [-3.6720, -2.9586, 1.2520]],
  "mulliken_charge": [1.754, -0.002, -0.101, -0.523, 0.050, 0.455, -0.001, 0.140, -0.727, -0.723, -1.182, -0.587, -0.538, 1.814, 0.633, -0.315, -1.050, -0.435, -0.913, -0.733, -1.017, -0.645, -1.100, -0.095, -0.699, -0.359, -0.584, 0.794, -0.313, 0.298, -0.712, -0.011, 0.373, 1.705, -0.512, -0.340, -1.226, -0.449, -0.767, -0.110, -0.794, -0.811, -0.859, 0.135, -0.801, -0.640, -0.716, -1.144, -0.962, -0.900, -0.481, 0.510, 0.602, 0.646, 0.264, 0.421, 0.472, 0.422, 0.585, 0.509, -0.320, 0.183, 0.493, 0.433, 0.408, 0.488, 0.403, 0.321, 0.427, 0.468, 0.338, 0.401, 0.411, 0.372, 0.447, 0.488, 0.432, 0.500, 0.451, 0.316, 0.461, 0.134, 0.461, 0.735, 0.449, 0.335, 0.350, 0.410, 0.427, 0.448, 0.417, 0.424, 0.411, 0.026, 0.086, 0.460, -0.208, 0.697, 0.313],
  "fmax_ev_per_a": 0.802,
  "molar_mass_g_mol": 1102.768,
  "relative_energy_ev": 0.0000,
  "charge": 2,
  "e_lumo_ev": -5.906,
  "multiplicity": 1,
  "energy_ev": -84455.8101,
  "homo_energy_ha": -0.4748,
  "orbital_gap_ev": 7.0
}